Record 1
This record from the OMol25 dataset describes C26H20ClI2MgN2O5S as an isolated structure in a non-equilibrium geometry. The level of theory is ωB97M-V with the def2-TZVPD basis set.

Geometry (Å):
Mg 0.09 -0.28 1.64
O 3.42 -0.82 3.20
Cl 2.15 -0.23 2.98
O 1.95 0.92 3.78
O 1.09 -1.19 3.20
O 2.02 0.15 1.57
C 5.14 -1.47 -3.10
C 4.55 -0.22 -2.42
C 5.12 1.03 -3.09
C 4.98 -0.23 -0.95
C 3.03 -0.24 -2.57
C 2.47 -0.26 -3.86
C 1.10 -0.29 -4.05
C 0.28 -0.30 -2.94
S -1.45 -0.42 -2.86
C -1.36 -0.43 -1.12
N -0.14 -0.34 -0.63
C 0.81 -0.28 -1.64
C 2.19 -0.23 -1.47
C -2.51 -0.56 -0.27
C -3.82 -0.45 -0.54
C -4.85 -0.45 0.55
C -4.52 -0.35 2.76
C -3.03 -0.44 3.09
C -2.19 -0.64 1.14
H 6.23 -1.47 -2.97
H 4.93 -1.48 -4.17
H 4.74 -2.38 -2.66
H 6.21 1.05 -2.98
H 4.72 1.93 -2.63
H 4.89 1.06 -4.15
H 6.07 -0.24 -0.90
H 4.61 -1.11 -0.42
H 4.63 0.66 -0.43
H 3.11 -0.26 -4.73
H 0.68 -0.30 -5.05
H 2.57 -0.19 -0.47
H -4.16 -0.28 -1.56
H -5.83 -0.43 0.08
H -5.18 -0.24 3.62
H -2.74 -0.46 4.14
I -4.08 -3.99 3.29
C -3.72 -2.53 1.70
C -4.83 -1.52 1.73
C -4.68 0.70 1.62
I -6.48 1.90 1.76
C -3.43 1.51 1.61
C -3.21 2.83 1.54
C -1.90 3.36 1.82
C -0.91 2.50 2.20
N -1.04 1.17 2.32
C -2.33 0.58 2.08
C -2.66 -1.61 2.13
O -1.29 -1.58 1.73
H -5.81 -1.96 1.85
H -4.01 3.51 1.30
H -1.72 4.42 1.75
H 0.09 2.88 2.41

Properties
Frontier orbital gap ... 5.198 eV
F_max ... 2.80 eV Å⁻¹
Net charge ... -1
HOMO level ... -3.54 eV

Löwdin population analysis, charges in e, atoms 1 to 6: atom 1 (Mg): 0.641, atom 2 (O): -0.272, atom 3 (Cl): 0.688, atom 4 (O): -0.263, atom 5 (O): -0.305, atom 6 (O): -0.368


Record 2
This record from the OMol25 dataset describes C26H20ClLiOP as an isolated structure in a non-equilibrium geometry. The level of theory is ωB97M-V with the def2-TZVPD basis set.

Geometry (Å):
Li -0.44 -0.66 0.21
O -0.29 0.12 -1.47
C -1.53 0.05 -1.40
C -2.50 1.10 -1.44
C -3.64 1.11 -2.27
C -4.76 1.83 -1.94
C -4.80 2.58 -0.76
C -3.67 2.66 0.03
C -2.50 1.97 -0.29
P -0.95 2.14 0.66
C -1.36 1.46 2.32
C -0.35 1.54 3.28
C -0.55 1.08 4.57
C -1.78 0.53 4.92
C -2.78 0.43 3.98
C -2.58 0.89 2.68
C -0.99 3.95 1.06
C -0.31 4.81 0.20
C -0.30 6.18 0.42
C -0.95 6.71 1.52
C -1.62 5.86 2.40
C -1.63 4.49 2.17
H -3.62 0.52 -3.18
H -5.62 1.81 -2.59
H -5.70 3.13 -0.48
H -3.68 3.30 0.90
H 0.61 1.96 2.99
H 0.25 1.14 5.30
H -1.94 0.17 5.93
H -3.74 0.00 4.25
H -3.36 0.77 1.94
H 0.20 4.40 -0.66
H 0.23 6.83 -0.26
H -0.95 7.78 1.70
H -2.13 6.27 3.26
H -2.13 3.84 2.88
Cl -1.95 -4.11 0.11
C -0.26 -4.16 0.57
C 0.49 -5.23 0.10
C 1.84 -5.33 0.42
C 2.40 -4.33 1.21
C 1.65 -3.27 1.67
C 0.27 -3.12 1.36
C -0.48 -1.98 1.80
H 0.01 -5.99 -0.49
H 2.43 -6.16 0.06
H 3.45 -4.38 1.48
H 2.10 -2.51 2.29
H -0.05 -1.48 2.67
H -1.55 -2.14 1.91

Properties
Frontier orbital gap ... 5.818 eV
F_max ... 1.27 eV Å⁻¹
Net charge ... -1
HOMO level ... -3.10 eV

Löwdin population analysis, charges in e, atoms 1 to 6: atom 1 (Li): 0.528, atom 2 (O): -0.187, atom 3 (C): -0.295, atom 4 (C): -0.253, atom 5 (C): -0.070, atom 6 (C): -0.114


Record 3
This record from the OMol25 dataset describes one molecule with the formula C26H20FN5O2S2 in a non-equilibrium geometry. The level of theory is ωB97M-V with the def2-TZVPD basis set.

Geometry (Å):
C 1.57 6.75 3.79
N 1.83 5.50 3.14
C 1.01 4.42 3.08
N 1.54 3.43 2.42
C 2.77 3.87 2.01
C 3.65 3.04 1.25
C 4.87 3.34 0.73
C 5.46 2.25 0.03
N 6.65 2.28 -0.55
C 7.07 1.18 -1.14
C 6.33 0.00 -1.19
C 5.07 -0.05 -0.60
O 4.42 -1.25 -0.62
C 3.05 -1.29 -0.59
C 2.25 -0.43 -1.33
C 0.87 -0.56 -1.31
C 0.26 -1.57 -0.56
N -1.13 -1.62 -0.61
C -2.01 -2.48 -0.08
S -1.73 -3.82 0.84
N -3.35 -2.20 -0.35
C -3.88 -1.21 -1.11
O -3.22 -0.36 -1.68
C -5.40 -1.25 -1.17
C -5.90 -2.65 -1.39
C -6.35 -3.42 -0.33
C -6.77 -4.73 -0.53
C -6.74 -5.27 -1.80
C -6.30 -4.50 -2.87
C -5.88 -3.20 -2.67
C 1.06 -2.45 0.17
C 2.43 -2.29 0.15
F 3.18 -3.14 0.86
C 4.62 1.11 0.03
S 3.14 1.40 0.90
C 2.96 5.16 2.46
H 2.32 6.94 4.56
H 0.58 6.72 4.25
H 1.60 7.57 3.07
H 0.04 4.40 3.54
H 5.35 4.29 0.83
H 8.04 1.23 -1.59
H 6.72 -0.89 -1.67
H 2.71 0.34 -1.93
H 0.27 0.12 -1.89
H -1.56 -0.87 -1.16
H -3.98 -2.88 0.06
H -5.78 -0.85 -0.23
H -5.71 -0.58 -1.98
H -6.38 -3.00 0.67
H -7.11 -5.32 0.30
H -7.07 -6.29 -1.96
H -6.28 -4.92 -3.87
H -5.54 -2.61 -3.50
H 0.63 -3.24 0.76
H 3.78 5.84 2.35

Properties
Frontier orbital gap ... 8.178 eV
F_max ... 1.11 eV Å⁻¹
Net charge ... 0
HOMO level ... -7.91 eV

Löwdin population analysis, charges in e, atoms 1 to 6: atom 1 (C): -0.025, atom 2 (N): -0.138, atom 3 (C): -0.160, atom 4 (N): 0.103, atom 5 (C): -0.320, atom 6 (C): -0.438


Record 4
This record from the OMol25 dataset describes C26H20IO2PPd as an isolated structure in a non-equilibrium geometry. The level of theory is ωB97M-V with the def2-TZVPD basis set.

Geometry (Å):
Pd -1.93 -0.23 0.37
C 5.22 0.43 1.48
C 4.93 0.10 0.16
C 3.63 -0.18 -0.22
C 2.58 -0.14 0.69
C 2.88 0.20 2.01
C 4.18 0.48 2.41
P 0.83 -0.38 0.15
C 1.12 -2.41 -0.02
C 2.27 -3.17 0.19
C 2.31 -4.53 -0.12
C 1.18 -5.17 -0.62
C 0.02 -4.43 -0.83
C 0.01 -3.08 -0.54
C 0.36 1.51 0.31
C 1.09 2.68 0.20
C 0.44 3.91 0.27
C -0.92 3.96 0.51
C -1.66 2.78 0.64
C -1.02 1.56 0.48
H 6.24 0.65 1.78
H 5.73 0.06 -0.58
H 3.42 -0.45 -1.25
H 2.08 0.26 2.73
H 4.39 0.74 3.44
H 3.16 -2.72 0.60
H 3.22 -5.10 0.06
H 1.21 -6.23 -0.86
H -0.87 -4.91 -1.21
H -0.91 -2.51 -0.71
H 2.17 2.65 0.06
H 1.00 4.84 0.16
H -1.43 4.92 0.58
H -2.72 2.84 0.84
I -2.52 4.14 -3.27
C -3.19 2.44 -2.27
C -2.56 1.23 -2.45
C -3.02 0.11 -1.74
C -4.10 0.20 -0.85
C -4.74 1.44 -0.72
C -4.30 2.54 -1.41
C -4.59 -1.05 -0.11
O -5.81 -1.22 -0.02
O -3.65 -1.78 0.34
H -1.71 1.14 -3.10
H -2.61 -0.87 -1.96
H -5.61 1.50 -0.07
H -4.78 3.50 -1.29
C -0.34 -0.66 1.53
H -0.40 -1.68 1.91
H -0.26 0.09 2.32

Properties
Frontier orbital gap ... 3.361 eV
F_max ... 1.31 eV Å⁻¹
Net charge ... -2
HOMO level ... 0.46 eV

Löwdin population analysis, charges in e, atoms 1 to 6: atom 1 (Pd): 0.719, atom 2 (C): -0.138, atom 3 (C): -0.123, atom 4 (C): -0.123, atom 5 (C): -0.364, atom 6 (C): -0.090


Record 5
This record from the OMol25 dataset describes an isolated ion of composition C26H20N3 and charge +1 in a non-equilibrium geometry. The level of theory is ωB97M-V with the def2-TZVPD basis set.

Geometry (Å):
C -2.39 0.36 -2.39
N -1.41 0.02 -1.35
N -1.32 0.35 -0.06
N -0.18 -0.14 0.40
C -0.19 -0.13 1.89
C -1.64 -0.21 2.28
C -2.51 0.80 1.84
C -3.82 0.90 2.31
C -4.33 -0.05 3.22
C -3.49 -1.10 3.59
C -2.15 -1.17 3.20
C 0.73 -1.28 2.18
C 0.45 -2.64 2.30
C 1.53 -3.50 2.61
C 2.79 -2.98 2.90
C 3.01 -1.60 2.93
C 2.00 -0.74 2.51
C 1.92 0.74 2.52
C 2.81 1.64 3.11
C 2.39 2.96 3.33
C 1.06 3.31 3.08
C 0.13 2.38 2.60
C 0.59 1.13 2.19
C 0.49 -0.85 -0.64
C 1.72 -1.53 -0.66
C 2.14 -1.97 -1.93
C 1.31 -1.73 -3.08
C 0.08 -1.10 -3.02
C -0.31 -0.68 -1.75
H -1.84 -0.05 -3.24
H -3.36 -0.17 -2.33
H -2.56 1.44 -2.56
H -2.16 1.56 1.14
H -4.43 1.73 1.95
H -5.36 0.00 3.53
H -3.89 -1.90 4.23
H -1.51 -1.94 3.63
H -0.58 -3.04 2.27
H 1.33 -4.56 2.66
H 3.60 -3.70 3.05
H 3.98 -1.19 3.23
H 3.82 1.35 3.36
H 3.07 3.75 3.67
H 0.72 4.31 3.32
H -0.94 2.62 2.67
H 2.26 -1.67 0.25
H 3.08 -2.50 -2.10
H 1.73 -2.09 -4.07
H -0.54 -0.92 -3.89

Properties
Frontier orbital gap ... 7.291 eV
F_max ... 5.01 eV Å⁻¹
Net charge ... +1
HOMO level ... -11.15 eV

Löwdin population analysis, charges in e, atoms 1 to 6: atom 1 (C): 0.048, atom 2 (N): -0.026, atom 3 (N): 0.161, atom 4 (N): 0.097, atom 5 (C): -0.220, atom 6 (C): -0.124


Record 6
This record from the OMol25 dataset describes C26H21AsCl5N3O2SV as an isolated structure. The level of theory is ωB97M-V with the def2-TZVPD basis set.

Geometry (Å):
V 0.81 0.37 0.09
C 0.71 -4.00 -0.72
C 0.91 -2.62 -0.84
N 0.75 -1.79 0.17
C 0.40 -2.29 1.37
C 0.18 -3.66 1.59
C 0.34 -4.52 0.49
C -0.21 -4.11 2.90
C -0.35 -3.24 3.92
C -0.13 -1.83 3.72
C -0.27 -0.89 4.75
C -0.04 0.44 4.48
C 0.33 0.82 3.19
N 0.47 -0.05 2.20
C 0.24 -1.36 2.46
H 0.84 -4.63 -1.59
H 1.19 -2.17 -1.79
H 0.18 -5.58 0.62
H -0.38 -5.17 3.05
H -0.65 -3.58 4.90
H -0.56 -1.22 5.74
H -0.14 1.19 5.25
H 0.51 1.85 2.93
Cl -1.88 -1.49 -5.87
C -1.70 -0.93 -4.24
C -2.81 -0.79 -3.42
Cl -4.39 -1.17 -4.01
C -2.64 -0.35 -2.10
Cl -4.01 -0.15 -1.05
C -1.38 -0.05 -1.59
O -1.19 0.37 -0.35
C -0.25 -0.14 -2.45
O 0.92 0.20 -1.96
C -0.43 -0.60 -3.75
Cl 0.98 -0.76 -4.74
C -1.64 3.25 -1.84
As -1.11 3.46 -0.01
C -2.44 2.67 1.14
C -1.28 5.35 0.31
S 0.89 2.93 0.39
H -2.68 3.57 -1.95
H -1.52 2.22 -2.15
H -0.99 3.89 -2.44
H -3.41 3.07 0.86
H -2.20 2.94 2.17
H -2.42 1.59 0.98
H -2.30 5.67 0.09
H -0.58 5.88 -0.33
H -1.04 5.56 1.35
Cl 5.85 0.05 -2.57
C 5.06 0.27 -1.05
C 5.79 0.49 0.10
C 5.10 0.67 1.29
C 3.72 0.62 1.28
N 3.02 0.41 0.16
C 3.67 0.24 -0.99
H 6.87 0.52 0.07
H 5.63 0.84 2.22
H 3.14 0.75 2.18
H 3.06 0.10 -1.88

Properties
Frontier orbital gap (spin up / spin down) ... 5.521 / 5.995 eV
F_max ... 0.15 eV Å⁻¹
Spin multiplicity ... 4
Net charge ... 0
HOMO level (spin up / spin down) ... -6.04 / -6.60 eV

Löwdin population analysis, charges in e, atoms 1 to 6: atom 1 (V): 0.554, atom 2 (C): -0.014, atom 3 (C): -0.060, atom 4 (N): 0.068, atom 5 (C): -0.123, atom 6 (C): -0.136


Record 7
This record from the OMol25 dataset describes C26H21AuBrN5O3 as an isolated structure. The level of theory is ωB97M-V with the def2-TZVPD basis set.

Geometry (Å):
Au -2.45 -0.01 -0.03
O -2.39 -1.31 3.85
C -2.55 -1.16 2.65
N -2.80 -0.01 2.01
C -2.77 1.26 2.70
C -2.61 2.39 1.71
C -2.51 3.70 2.15
C -2.38 4.73 1.23
C -2.35 4.43 -0.13
C -2.45 3.11 -0.51
N -2.57 2.11 0.39
C -2.49 -2.36 1.71
C -2.43 -3.64 2.22
C -2.37 -4.71 1.35
C -2.38 -4.48 -0.02
C -2.44 -3.17 -0.47
N -2.49 -2.14 0.38
H -1.96 1.29 3.43
H -3.69 1.42 3.26
H -2.55 3.91 3.21
H -2.31 5.75 1.57
H -2.27 5.20 -0.88
H -2.44 2.82 -1.55
H -2.43 -3.75 3.30
H -2.33 -5.73 1.73
H -2.35 -5.29 -0.73
H -2.45 -2.94 -1.53
C -2.59 0.01 -3.43
O -1.63 0.04 -2.34
C -0.31 -0.02 -2.68
C 0.13 -0.10 -3.97
C 1.51 -0.17 -4.28
Br 2.02 -0.29 -6.07
C 2.45 -0.15 -3.30
C 2.03 -0.06 -1.95
C 0.64 0.01 -1.62
O 0.21 0.11 -0.39
C 2.96 -0.04 -0.90
N 2.58 0.01 0.40
C 3.70 -0.01 1.13
C 3.87 0.02 2.54
C 5.15 0.00 2.99
C 6.27 -0.05 2.10
C 6.14 -0.08 0.73
C 4.84 -0.06 0.25
N 4.33 -0.08 -1.01
H -2.44 0.86 -4.09
H -3.57 0.08 -2.97
H -2.50 -0.92 -3.98
H -0.58 -0.12 -4.79
H 3.49 -0.21 -3.57
H 0.98 0.08 0.22
H 3.02 0.05 3.20
H 5.34 0.01 4.06
H 7.27 -0.07 2.52
H 7.00 -0.12 0.07
H 4.86 -0.11 -1.87

Properties
Frontier orbital gap (spin up / spin down) ... 6.905 / 4.412 eV
F_max ... 0.86 eV Å⁻¹
Spin multiplicity ... 3
Net charge ... +2
HOMO level (spin up / spin down) ... -13.17 / -13.70 eV

Löwdin population analysis, charges in e, atoms 1 to 6: atom 1 (Au): 1.133, atom 2 (O): 0.082, atom 3 (C): -0.500, atom 4 (N): -0.088, atom 5 (C): -0.143, atom 6 (C): -0.230


Record 8
This record from the OMol25 dataset describes a 5-piece molecular cluster, C26H21BrO10P2 overall in a non-equilibrium geometry. The level of theory is ωB97M-V with the def2-TZVPD basis set.

Geometry (Å):
O -1.85 1.95 -2.44
C -1.11 1.09 -2.00
C -1.62 0.01 -1.12
C -0.81 -0.93 -0.64
C 0.63 -0.94 -0.96
O 1.38 -1.80 -0.52
C 1.15 0.14 -1.84
C 0.33 1.08 -2.32
H -2.68 0.03 -0.90
H -1.17 -1.72 0.00
H 2.20 0.11 -2.06
H 0.69 1.87 -2.96
O 1.48 3.24 -4.67
C 2.48 3.71 -4.17
C 2.53 5.12 -3.72
C 3.64 5.63 -3.17
C 4.86 4.81 -3.00
O 5.86 5.28 -2.50
C 4.81 3.41 -3.46
C 3.71 2.90 -4.00
H 1.63 5.70 -3.85
H 3.69 6.65 -2.83
H 5.71 2.82 -3.33
H 3.65 1.87 -4.34
O -7.85 3.46 -2.24
C -7.11 2.60 -1.80
C -7.62 1.52 -0.92
C -6.81 0.58 -0.44
C -5.37 0.57 -0.76
O -4.63 -0.29 -0.32
C -4.86 1.65 -1.64
C -5.67 2.59 -2.12
H -8.68 1.54 -0.70
H -7.17 -0.21 0.20
H -3.79 1.63 -1.86
H -5.31 3.38 -2.77
O 2.78 -2.12 2.21
C 3.49 -1.91 3.19
C 4.76 -1.18 3.07
C 5.53 -0.95 4.14
C 5.13 -1.43 5.48
O 5.83 -1.22 6.46
C 3.86 -2.17 5.60
C 3.09 -2.39 4.53
H 5.03 -0.83 2.08
H 6.47 -0.41 4.07
H 3.59 -2.51 6.59
H 2.15 -2.93 4.59
O 0.43 -4.34 3.36
P 0.41 -3.87 1.87
P -1.21 -4.86 0.78
C -2.48 -5.29 2.15
C -3.27 -3.91 2.44
O -4.12 -3.56 1.59
Br -2.77 -2.88 4.05
H 0.11 -2.47 1.89
H 1.63 -4.20 1.22
H -1.78 -3.88 -0.10
H -1.86 -5.61 3.07
H -3.17 -6.14 1.85

Properties
Frontier orbital gap ... 7.190 eV
F_max ... 5.11 eV Å⁻¹
Net charge ... 0
HOMO level ... -9.12 eV

Löwdin population analysis, charges in e, atoms 1 to 6: atom 1 (O): 0.095, atom 2 (C): -0.352, atom 3 (C): 0.044, atom 4 (C): 0.025, atom 5 (C): -0.374, atom 6 (O): 0.069


What is the F_max in the eighth record?
5.11 eV Å⁻¹